Entry 1:
51
Properties=species:S:1:pos:R:3:forces:R:3 method="wB97M-V/def2-TZVPD" e_tot_ev=-81862.5543 total_charge=+1 gap_ev="8.52 / 5.99" multiplicity=5 lumo_energy_ev="-2.470 / -5.733" relative_energy_ev=0.388 homo_energy_ev="-10.99 / -11.73"
Pd 1.41245 0.10314 -0.15678 0.4 -0.2 0.1
C -4.54148 -1.45136 1.57965 0.0 0.0 0.0
C -3.33749 -1.77512 0.73990 0.0 0.0 0.0
C -3.12156 -1.12471 -0.47496 0.0 0.0 0.0
C -2.04032 -1.45224 -1.27344 0.0 0.0 0.0
C -1.16215 -2.43580 -0.83606 0.0 0.0 0.0
C -1.33514 -3.08433 0.37852 0.0 0.0 0.0
C -2.42961 -2.74877 1.15784 0.0 0.0 0.0
S 0.17561 -2.89500 -1.85899 -0.1 -0.1 -0.1
O -0.19412 -2.74470 -3.23408 0.0 0.0 0.0
O 0.77973 -4.09930 -1.38214 0.0 0.0 0.0
N 1.26914 -1.65174 -1.53269 0.1 0.2 0.0
C 2.37170 -1.47182 -2.25918 0.0 -0.1 0.0
C 2.85682 -2.29864 -3.30385 -0.1 0.0 0.1
C 4.01943 -1.92091 -3.94316 0.1 0.0 0.0
C 4.66626 -0.75997 -3.54952 0.0 0.0 0.0
C 4.13036 0.00582 -2.49381 0.0 0.0 0.0
N 3.03590 -0.33345 -1.86596 -0.2 0.0 0.0
H -4.90794 -0.44529 1.37999 0.0 0.0 0.0
H -4.31987 -1.54215 2.64304 0.0 0.0 0.0
H -5.35243 -2.14812 1.35855 0.0 0.0 0.0
H -3.81372 -0.35944 -0.80348 0.0 0.0 0.0
H -1.88339 -0.96305 -2.22503 0.0 0.0 0.0
H -0.63237 -3.84570 0.68848 0.0 0.0 0.0
H -2.59088 -3.25940 2.09950 0.0 0.0 0.0
H 2.31471 -3.19064 -3.58043 0.0 0.0 0.0
H 4.41997 -2.52595 -4.74470 0.0 0.0 0.0
H 5.57565 -0.43629 -4.03545 0.0 0.0 0.0
H 4.62408 0.91169 -2.16409 0.0 0.0 0.0
Cl -2.34492 3.06916 -1.48457 0.0 0.0 0.0
C -1.03138 3.65433 -0.54455 0.0 -0.1 0.0
C -0.99578 4.97210 -0.15209 0.0 0.1 0.0
C 0.06069 5.44364 0.62108 0.0 -0.1 0.0
C 1.09124 4.58829 1.01355 0.0 0.0 0.0
C 1.05285 3.27784 0.61935 -0.1 -0.1 -0.1
Cl 2.33369 2.20139 1.12805 -0.1 0.0 -0.1
C 0.00586 2.72974 -0.18904 0.1 0.1 0.1
N -0.05541 1.47308 -0.59042 -0.1 0.0 -0.1
H -1.79677 5.63391 -0.45102 0.0 0.0 0.0
H 0.08461 6.48086 0.92380 0.0 0.0 0.0
H 1.91101 4.94935 1.61946 0.0 0.0 0.0
C -1.11251 0.52996 2.37522 0.0 0.0 0.0
S -0.05555 -0.82995 2.84161 0.1 -0.2 0.0
C 0.83455 -0.00519 4.15467 0.0 0.0 0.0
O 0.95690 -1.01162 1.72693 -0.2 0.1 0.1
H -1.84207 0.68675 3.17010 0.0 0.0 0.0
H -1.61642 0.25105 1.45102 0.0 0.0 0.0
H -0.50246 1.42053 2.22851 0.0 0.0 0.0
H 0.14189 0.21977 4.96526 0.0 0.0 0.0
H 1.29050 0.90278 3.76127 0.0 0.0 0.0
H 1.60016 -0.69453 4.50414 0.0 0.0 0.0

***

Entry 2:
48
Properties=species:S:1:pos:R:3:forces:R:3 method="wB97M-V/def2-TZVPD" e_tot_ev=-53919.8466 smiles="C/C=C/C[C@@H](NC(=O)c1nccs1)c1cnc(Nc2ccc(C)nc2)c(Cl)c1" gap_ev=7.95 lumo_energy_ev=-0.051 relative_energy_ev=0.000 homo_energy_ev=-8.00
C 5.39908 -2.39567 3.83856 0.2 1.7 -0.9
C 4.69783 -1.65232 2.73023 -3.1 -1.6 -1.6
C 3.52667 -2.06930 2.09443 3.7 1.7 1.3
C 2.91187 -1.25802 0.98866 -0.1 -0.3 1.0
C 1.40612 -1.13719 1.24570 -0.2 -0.9 -0.3
N 1.15103 -0.24397 2.32689 -0.4 1.8 2.6
C 0.35335 -0.44197 3.47164 0.5 -3.0 -3.1
O -0.30755 -1.48156 3.62113 0.7 1.4 -0.1
C 0.31448 0.59728 4.46845 -0.2 2.2 1.8
N 1.08338 1.65493 4.56984 -0.5 0.3 0.6
C 0.70103 2.47867 5.65096 -0.7 -1.4 -0.7
C -0.38250 1.99270 6.34485 0.4 -0.1 -0.4
S -0.96377 0.48946 5.66469 1.0 1.1 0.1
C 0.69446 -0.73330 -0.00964 -0.7 -0.4 -0.5
C 1.12988 0.31396 -0.79320 0.0 -0.3 -0.1
N 0.59097 0.59004 -1.98030 0.7 0.6 1.1
C -0.43581 -0.10025 -2.42387 -0.1 -1.4 0.5
N -0.80673 0.29559 -3.66941 -0.6 -0.1 -1.3
C -2.11562 0.59763 -4.09946 0.1 0.0 1.4
C -2.24252 1.07975 -5.37483 -1.1 0.4 -0.9
C -3.50106 1.51437 -5.79671 0.3 -0.5 0.3
C -4.59300 1.42570 -4.93033 -0.5 0.5 0.3
C -5.97032 1.95535 -5.35887 0.4 -0.1 -0.3
N -4.47688 0.98726 -3.65832 1.4 -0.5 -0.3
C -3.25289 0.56699 -3.24187 -0.3 0.5 -0.9
C -0.94329 -1.24982 -1.73140 0.5 0.9 -0.2
Cl -2.12790 -2.34590 -2.42908 0.6 0.6 0.3
C -0.36019 -1.51028 -0.50733 -0.4 -0.2 0.3
H 5.05428 -3.39447 3.94472 -0.5 -0.8 0.3
H 5.21513 -1.76629 4.71413 0.3 -0.5 0.4
H 6.46587 -2.41407 3.60175 0.0 0.0 0.3
H 5.10763 -0.69898 2.40678 0.1 0.0 0.2
H 3.08563 -3.02592 2.33865 -0.1 -0.1 0.1
H 3.10521 -1.77274 0.06606 -0.2 -0.2 -0.7
H 3.35416 -0.26285 0.88754 0.2 -0.1 0.2
H 1.06252 -2.13247 1.55819 -0.2 0.3 -0.1
H 1.66012 0.64333 2.28952 -0.4 -0.4 0.3
H 1.18826 3.43359 5.87761 0.0 -0.7 -0.3
H -0.80431 2.47753 7.22618 -0.1 -0.4 -0.4
H 1.96796 0.92233 -0.45199 -0.1 0.0 -0.3
H -0.03464 0.80153 -4.11341 -0.8 -0.1 0.2
H -1.38066 1.11614 -6.03896 -0.2 0.1 0.1
H -3.63355 1.90438 -6.79626 0.0 0.0 0.0
H -6.51653 2.32284 -4.50122 -0.1 -0.2 0.3
H -6.58379 1.20718 -5.88784 0.3 0.1 0.3
H -5.89414 2.82139 -6.03001 0.3 -0.3 0.0
H -3.15624 0.23524 -2.19436 -0.2 0.2 -0.7
H -0.74303 -2.33780 0.09154 0.2 0.1 -0.2

***

Entry 3:
44
Properties=species:S:1:pos:R:3:forces:R:3 method="wB97M-V/def2-TZVPD" e_tot_ev=-65050.2548 total_charge=+2 gap_ev=5.39 lumo_energy_ev=-8.767 homo_energy_ev=-14.16
Sc 1.70186 0.67459 2.65951 -1.5 -0.5 -1.4
Cl 3.25036 -0.79399 2.24759 0.0 0.1 0.5
P 0.09232 0.04652 0.20573 0.4 -0.2 -3.0
C -0.66254 1.53840 -0.58797 0.4 0.3 0.3
C -1.83201 1.50248 -1.36920 -0.1 0.0 0.3
C -2.33743 2.66531 -1.94131 0.5 0.5 -0.2
C -1.66164 3.87575 -1.75788 0.0 0.2 0.2
C -0.49961 3.93004 -0.97355 0.2 -0.3 -0.3
C 0.02327 2.75480 -0.43008 -1.0 0.1 -0.1
C 1.69416 -0.20194 -0.77923 -0.3 0.2 -0.4
C 2.34643 -1.44334 -0.67971 -0.6 0.5 0.8
C 3.60700 -1.62182 -1.21950 -0.2 -0.7 0.0
C 4.20295 -0.59717 -1.94449 0.1 -0.1 0.1
C 3.49081 0.56938 -2.20159 0.6 -0.1 -0.6
C 2.21579 0.74409 -1.68098 -0.3 0.5 0.5
C -0.93688 -1.25351 -0.68763 -0.2 -1.2 0.7
C -1.59188 -2.24080 0.06519 0.2 0.2 -0.2
C -2.35532 -3.24138 -0.54575 0.1 0.1 -0.8
C -2.45209 -3.29831 -1.95684 0.4 0.3 1.2
C -1.75634 -2.34899 -2.72245 -0.4 -0.5 0.1
C -1.00694 -1.35086 -2.10056 0.5 0.2 0.1
H 1.82709 -2.23186 -0.12477 0.4 0.1 -0.1
H 4.09008 -2.59637 -1.09082 -0.1 0.5 -0.1
H 5.20102 -0.76124 -2.34046 -0.2 0.2 0.0
H 3.95378 1.31426 -2.86548 -0.5 -0.3 0.4
H 1.62526 1.61143 -2.00281 0.4 -0.3 0.4
H -2.36713 0.57907 -1.56225 0.1 0.1 0.3
H -3.22241 2.63951 -2.58317 0.3 -0.1 0.3
H -2.03845 4.79588 -2.22190 0.1 -0.5 0.2
H 0.04258 4.86370 -0.83631 -0.2 -0.1 -0.1
H 0.97137 2.77493 0.09707 0.1 0.1 0.1
H -1.42617 -2.25673 1.13998 -0.3 0.0 -0.1
H -2.84376 -3.99369 0.07421 0.1 0.2 -0.2
H -3.01009 -4.11441 -2.41996 0.1 0.4 0.1
H -1.81140 -2.44291 -3.82281 0.2 0.3 0.8
H -0.42824 -0.69404 -2.75051 -0.2 0.1 0.3
H -3.02974 0.53515 2.15575 -0.4 0.8 0.2
H -2.71119 -0.07939 1.95436 0.4 -0.8 -0.2
C -0.09399 -0.06992 6.73246 -0.2 -0.3 0.8
C -0.04222 0.10287 5.28849 1.0 1.6 -4.0
N 0.10201 0.41964 4.13771 0.0 -1.6 4.7
H -1.00084 0.41207 7.13327 0.2 -0.1 -0.3
H 0.78292 0.40376 7.22405 -0.4 -0.1 -0.6
H -0.10275 -1.12097 7.08459 -0.1 0.4 -0.6

***

Entry 4:
56
Properties=species:S:1:pos:R:3:forces:R:3 method="wB97M-V/def2-TZVPD" e_tot_ev=-64758.4909 total_charge=+1 gap_ev="8.00 / 7.57" multiplicity=2 lumo_energy_ev="-4.181 / -4.332" relative_energy_ev=0.795 homo_energy_ev="-12.18 / -11.90"
Re 0.77497 -0.71021 -0.40805 -0.9 0.7 0.3
C 3.31941 -2.12138 -1.25669 0.2 0.1 0.1
N 2.97233 -0.86677 -0.53093 0.1 -0.4 -0.2
C 3.50175 0.31486 -1.26417 0.0 0.0 0.0
C 2.64211 1.49661 -0.89114 -0.1 0.1 -0.5
N 1.24537 1.04078 -1.03123 -0.2 -0.3 0.3
C 0.24032 2.00568 -1.34693 0.4 -0.4 0.1
C 0.14965 3.22131 -0.69439 0.1 0.1 0.3
F 0.98332 3.49100 0.31207 0.1 0.0 0.0
C -0.80537 4.15699 -1.03239 0.1 0.2 0.2
F -0.85561 5.31830 -0.39731 0.0 0.0 0.0
C -1.72097 3.86888 -2.02172 -0.2 0.1 -0.1
F -2.65536 4.74458 -2.33256 -0.1 0.1 0.0
C -1.65816 2.66164 -2.69083 -0.1 0.1 0.0
F -2.53049 2.39076 -3.64947 0.0 -0.1 -0.1
C -0.67566 1.75634 -2.36433 0.2 0.0 0.0
F -0.59144 0.63347 -3.07125 0.1 -0.2 -0.1
C 3.53508 -0.89990 0.85063 0.1 0.1 -0.1
C 2.58568 -1.67467 1.71444 -0.4 -0.5 0.0
N 1.22203 -1.16994 1.40663 -0.1 0.5 -0.2
C 0.42186 -0.71220 2.49654 0.2 -0.3 -0.4
C -0.89722 -1.12593 2.65405 0.1 -0.2 -0.1
F -1.41651 -2.03679 1.83116 0.1 0.0 -0.1
C -1.69667 -0.64318 3.67112 -0.1 0.0 0.0
F -2.95710 -1.03862 3.77175 -0.1 -0.1 0.0
C -1.16947 0.23693 4.59432 -0.1 0.1 0.1
F -1.91587 0.68883 5.58468 -0.1 0.0 0.1
C 0.14486 0.64367 4.47749 0.1 0.2 0.2
F 0.65783 1.49795 5.35243 0.0 0.0 0.0
C 0.91271 0.17999 3.43415 0.2 0.2 -0.1
F 2.15953 0.65658 3.29975 0.0 0.0 0.0
H 4.40075 -2.18654 -1.40308 0.0 0.0 0.0
H 2.99021 -2.98605 -0.68390 0.0 0.0 0.0
H 2.82369 -2.12916 -2.22086 0.0 0.0 -0.1
H 4.55291 0.48002 -1.01766 0.0 -0.1 0.0
H 3.41786 0.12110 -2.33107 0.0 0.0 0.0
H 2.83701 1.84671 0.11874 0.0 0.0 0.1
H 2.83283 2.32707 -1.57094 0.0 0.0 0.0
H 4.54200 -1.32292 0.84042 0.0 0.0 0.0
H 3.58536 0.12075 1.22598 0.0 0.0 0.0
H 2.63907 -2.74329 1.50081 0.0 -0.1 0.0
H 2.82343 -1.54721 2.76536 0.0 0.0 0.1
C -3.25805 -2.89977 -0.37624 0.2 -0.3 0.4
Si -2.61027 -1.36962 -1.17260 -0.7 0.0 0.0
C -2.89984 -1.56176 -2.98177 0.4 0.1 -0.4
C -3.47272 0.13475 -0.50225 0.1 0.3 0.1
O -0.96574 -1.12220 -0.83318 1.0 -0.4 -0.1
H -4.21559 -3.13324 -0.85532 0.1 0.0 0.1
H -3.43057 -2.77596 0.69749 0.0 -0.1 -0.2
H -2.58499 -3.75258 -0.52138 -0.2 0.1 0.0
H -3.98457 -1.55132 -3.13836 0.1 0.0 0.0
H -2.51508 -2.52635 -3.33013 -0.1 0.1 0.0
H -2.45703 -0.77275 -3.59923 -0.2 -0.2 0.1
H -4.39244 -0.15670 0.01768 0.1 0.1 -0.1
H -3.74829 0.82943 -1.30605 0.1 -0.1 0.2
H -2.83284 0.67201 0.20968 -0.2 0.0 0.0

***

Entry 5:
49
Properties=species:S:1:pos:R:3:forces:R:3 method="wB97M-V/def2-TZVPD" e_tot_ev=-38717.2897 smiles="Cn1c(N2CCN(C(=O)Nc3ccc(C(F)(F)F)cc3)CC2)nc2ccccc21" gap_ev=8.68 lumo_energy_ev=0.566 relative_energy_ev=0.000 homo_energy_ev=-8.11
C 3.12738 1.76601 1.78754 0.2 0.0 0.3
N 2.17921 1.48828 0.74525 -0.1 -0.2 -0.2
C 2.22530 0.52223 -0.22510 0.0 0.2 -0.2
N 3.22214 -0.42430 -0.28090 0.1 0.2 0.0
C 3.23530 -1.19067 -1.51249 0.0 0.0 -0.2
C 2.08050 -2.22513 -1.53185 0.0 0.0 -0.2
N 1.60921 -2.42672 -0.18074 0.2 -0.2 0.0
C 0.41040 -2.04031 0.36507 -0.2 -0.1 -0.3
O 0.17514 -2.23392 1.54143 -0.1 0.1 0.4
N -0.48259 -1.48503 -0.52928 0.3 0.0 -0.3
C -1.81578 -1.19079 -0.29307 -0.5 0.0 0.2
C -2.52048 -1.65017 0.81957 0.2 -0.1 0.1
C -3.85725 -1.34120 0.97040 -0.2 0.2 -0.3
C -4.51245 -0.58045 0.01132 -0.1 0.0 0.0
C -5.95411 -0.21122 0.17191 -0.2 0.2 0.0
F -6.60034 -0.95621 1.08111 0.1 -0.2 0.2
F -6.65060 -0.32938 -0.97526 0.1 -0.1 -0.2
F -6.11676 1.07273 0.56135 0.1 0.1 0.0
C -3.82202 -0.12723 -1.10788 -0.1 -0.1 0.2
C -2.48915 -0.43632 -1.25824 0.1 0.0 0.1
C 2.71438 -2.61818 0.73248 -0.1 0.0 0.2
C 3.46504 -1.27102 0.88146 0.1 -0.2 0.2
N 1.29869 0.66096 -1.14282 0.3 -0.3 -0.3
C 0.57671 1.77250 -0.77453 0.2 0.4 0.5
C -0.51040 2.38442 -1.38272 0.2 0.0 0.1
C -1.05451 3.49033 -0.76115 -0.1 0.1 -0.1
C -0.53342 3.98963 0.43055 0.0 0.1 0.0
C 0.55963 3.40414 1.04199 0.1 0.0 0.1
C 1.10721 2.29567 0.42282 -0.5 0.0 -0.4
H 4.10194 1.36204 1.51578 0.0 0.0 0.0
H 2.80787 1.34437 2.74527 0.1 0.0 -0.1
H 3.21469 2.84760 1.90005 0.0 -0.1 0.0
H 4.20560 -1.68983 -1.56773 0.0 0.0 0.0
H 3.13983 -0.49633 -2.34605 0.1 -0.1 0.0
H 1.27643 -1.89491 -2.18350 0.1 -0.1 0.0
H 2.44701 -3.18788 -1.90890 0.0 0.1 -0.1
H -0.06288 -0.93219 -1.27210 0.0 -0.1 0.2
H -2.01144 -2.23330 1.56770 0.0 0.0 0.0
H -4.39575 -1.69452 1.83616 0.0 0.0 0.1
H -4.33535 0.45855 -1.85507 0.0 0.0 -0.1
H -1.95314 -0.09622 -2.13067 0.1 0.0 -0.1
H 2.31876 -2.94749 1.69283 0.1 0.0 -0.1
H 3.36835 -3.39321 0.32559 0.0 0.0 0.0
H 4.54325 -1.44111 0.96927 -0.1 0.0 0.1
H 3.11160 -0.76331 1.77559 0.0 0.0 0.0
H -0.90676 2.01423 -2.31437 0.0 -0.1 -0.1
H -1.90536 3.98306 -1.20706 -0.1 0.0 0.0
H -0.99196 4.85500 0.88470 0.0 0.1 0.0
H 0.96094 3.79676 1.96425 0.0 0.0 0.1